Here is a cluster of 2 separate species, C4H8N2 in total from the Open Molecules 2025 dataset. Energies are from ωB97M-V/def2-TZVPD.

Each atom is followed by the atoms it is bonded to, with distances in Å.
Geometry (Å):
1 C 0.7567 -1.8305 0.8222  N6 1.420, H7 1.092, H8 1.093, H9 1.092
2 C 0.2406 0.4874 -1.4830  N3 1.334, H10 1.081, H11 1.079
3 N -0.7772 0.9623 -0.7624  C2 1.334, C4 1.325, H12 1.015
4 C -0.8423 1.7010 0.3362  N3 1.325, H13 1.079, H14 1.081
5 C 1.7717 0.2817 1.9296  N6 1.173
6 N 1.3274 -0.6838 1.4342  C1 1.420, C5 1.173
7 H -0.3136 -1.6673 0.6771  C1 1.092
8 H 0.9144 -2.7030 1.4612  C1 1.093
9 H 1.2198 -1.9909 -0.1536  C1 1.092
10 H 1.2479 0.7694 -1.2098  C2 1.081
11 H 0.0101 -0.0319 -2.4005  C2 1.079
12 H -1.6873 0.6943 -1.1244  N3 1.015
13 H -1.8159 1.9187 0.7481  C4 1.079
14 H 0.0746 2.0349 0.8014  C4 1.081

The value obtained for the calculated total energy is -266.58822 hartree. The calculation puts the energy relative to the best compared isomer or geometry (same formula, charge and spin) at 351.2 kJ/mol. The value obtained for the HOMO-LUMO gap is 7.6586 eV. Its charge is 0.

Results of the Löwdin charge analysis, in e, for atoms 1 through 2: -0.121 -0.087